Density functional theory data (the ωB97M-V functional and the def2-TZVPD basis) for a molecular structure, C24H21Br2CdF3N4O2S3.

XYZ file:
```
60
Properties=species:S:1:pos:R:3:forces:R:3
Cd -0.17214 -0.49946 -0.58312 -0.02 0.06 -0.08
F -2.73372 4.23701 -1.67963 -0.01 0.00 -0.01
C -1.61528 4.64130 -1.06260 0.05 -0.01 0.00
F -1.84203 5.90211 -0.63783 0.00 -0.01 0.00
F -0.64794 4.72373 -1.99638 -0.02 0.01 0.01
C -1.22144 3.74166 0.07640 -0.01 0.00 -0.01
C -1.13735 4.25719 1.35558 -0.01 0.01 0.01
C -0.75950 3.43956 2.41196 0.01 0.02 0.01
C -0.46472 2.12222 2.12260 0.02 -0.01 -0.05
N -0.53985 1.61384 0.89585 0.02 -0.03 0.07
C -0.92449 2.37985 -0.13932 0.00 -0.01 -0.01
S -1.00691 1.58548 -1.68427 -0.01 -0.01 -0.01
H -1.36775 5.29996 1.52497 0.00 -0.01 0.00
H -0.68933 3.81674 3.42163 0.00 0.00 0.00
H -0.14360 1.43242 2.89624 -0.01 0.00 0.00
C -3.31195 -1.37439 0.56781 0.00 0.00 0.00
C -2.30071 -1.94542 1.51409 -0.02 0.01 -0.01
C -2.67861 -2.79289 2.57890 0.00 0.00 -0.01
C -1.72435 -3.31915 3.39670 0.02 -0.01 0.00
C -0.36040 -3.01178 3.18583 -0.02 -0.02 0.00
C 0.70976 -3.49673 3.97859 0.02 0.01 -0.02
Br 0.37702 -4.66793 5.43309 0.00 -0.01 0.01
C 1.99360 -3.12422 3.70898 0.00 0.01 -0.01
C 2.27283 -2.26934 2.63274 -0.01 -0.03 -0.03
Br 4.07808 -1.80255 2.28904 0.00 0.01 -0.01
C 1.29495 -1.76154 1.78250 0.02 0.03 0.02
O 1.54879 -1.01937 0.76443 -0.01 -0.01 0.08
C -0.06398 -2.15418 2.10741 -0.04 0.00 -0.02
N -1.03847 -1.65151 1.30620 0.04 -0.02 0.03
H -4.31953 -1.43588 0.97502 0.00 0.00 0.00
H -3.28100 -1.92970 -0.37285 -0.01 0.00 0.00
H -3.08029 -0.33150 0.34418 0.00 0.00 0.00
H -3.72561 -3.01778 2.73000 0.00 0.00 0.00
H -1.99724 -3.97322 4.21374 0.00 0.00 0.00
H 2.80737 -3.48745 4.32122 0.00 0.00 0.00
S -0.79694 -2.65871 -1.96032 0.04 -0.03 0.02
C 0.31647 -3.65262 -1.14261 -0.06 -0.01 -0.03
N 1.60833 -3.23821 -1.01210 0.15 0.07 0.04
C 2.52011 -3.91397 -0.30152 0.03 -0.01 0.03
C 2.18159 -5.10881 0.26381 0.00 0.02 0.01
C 0.86438 -5.52968 0.05190 -0.02 0.00 0.00
N -0.03687 -4.83990 -0.61671 -0.02 -0.02 -0.01
H 1.86516 -2.30262 -1.38344 -0.10 0.00 -0.05
H 3.48942 -3.44504 -0.20173 0.00 -0.01 -0.01
H 2.88455 -5.67833 0.85032 0.00 0.00 0.00
H 0.52413 -6.47523 0.46161 0.00 -0.01 0.00
O 2.03654 -0.64670 -1.94471 -0.01 0.06 0.09
S 3.27132 0.16685 -1.58720 0.02 -0.05 -0.03
C 3.42402 1.34380 -2.96591 0.02 0.03 -0.03
C 3.56583 2.73745 -2.37048 -0.01 -0.01 0.04
C 2.58724 2.76876 -1.19841 0.06 0.03 0.03
C 2.85170 1.49302 -0.40904 -0.13 0.02 0.04
H 2.47292 1.22832 -3.48897 0.00 -0.01 -0.02
H 4.23895 1.03391 -3.61722 0.00 0.00 0.02
H 3.35252 3.50062 -3.11877 -0.02 0.00 0.00
H 4.58695 2.90135 -2.01494 0.00 0.00 -0.01
H 1.55828 2.76970 -1.56216 0.01 0.00 -0.05
H 2.72532 3.65012 -0.57069 -0.01 -0.01 0.00
H 2.02368 1.14057 0.20277 0.00 -0.07 -0.02
H 3.72084 1.57674 0.24625 0.06 0.00 -0.05
```
Positions in Å, forces in eV/Å.

For the HOMO energy, the calculation gives -7.62 eV. The energy above the lowest of the compared OMol25 structures with the same formula, charge and spin comes out at 0.0 kcal/mol. The molar mass is 822.87 g mol⁻¹. For the HOMO-LUMO gap, the calculation gives 0.271 Eh. Its max |F| is 0.171 eV Å⁻¹.

=====

Density functional theory data (the ωB97M-V functional and the def2-TZVPD basis) for 6 unconnected molecules or ions with the total composition C20H24BF4NO12S2 at a distorted geometry.

XYZ file:
```
64
Properties=species:S:1:pos:R:3:forces:R:3
N 0.68102 0.14959 0.29311 0.59 -0.57 1.97
H 0.56624 -0.52226 -0.50411 -0.79 0.53 -0.51
H 1.26853 -0.39404 0.92741 0.35 -0.16 -0.03
H -0.08647 0.33871 0.98342 -0.68 0.22 -0.86
H 1.17124 1.05570 0.24365 -0.40 -0.19 -1.02
C -3.20119 -3.08394 -2.69104 0.50 1.65 -0.98
C -3.83834 -1.82059 -2.90764 0.23 -0.92 -0.87
C -2.92103 -0.54170 -2.99093 0.54 -1.12 -0.24
O -3.31831 0.41120 -3.65596 -0.14 0.30 0.29
C -1.57719 -0.68747 -2.46326 -2.13 0.24 -0.05
C -1.05982 -1.91990 -2.10463 2.60 1.66 -0.67
C -1.83179 -3.19223 -2.37583 -1.56 -1.98 2.53
O -1.41558 -4.32346 -1.97209 1.05 0.86 -1.05
O 0.18320 -1.93353 -1.72812 -0.64 -0.68 0.49
O -5.03688 -1.73090 -3.20951 -0.37 0.39 0.13
H -3.72578 -3.99730 -2.93873 -0.25 -0.02 0.34
H -1.06708 0.25476 -2.30301 0.38 -0.18 -0.01
C -3.08228 -0.78267 4.08146 -0.87 1.05 -0.46
C -4.36097 -0.17179 3.97529 -0.41 -0.25 -1.03
C -4.50685 1.05544 2.90339 0.39 -1.33 0.85
O -5.64730 1.36447 2.57188 0.00 0.49 0.17
C -3.27664 1.62268 2.44319 -1.24 -0.34 0.06
C -2.06905 0.95637 2.54026 0.80 1.36 0.35
C -1.99168 -0.35809 3.31661 0.13 -1.40 1.83
O -0.90491 -1.00247 3.47990 -0.45 0.91 -1.46
O -0.97933 1.50997 2.18139 0.11 -1.11 -0.15
O -5.38414 -0.61706 4.52636 0.27 0.58 0.11
H -3.00164 -1.64848 4.72579 0.18 -0.12 -0.06
H -3.36579 2.55105 1.89244 0.30 -0.06 -0.18
B 0.81358 3.37103 -0.81252 -1.58 -0.31 -1.40
F 1.58962 2.78712 0.19142 0.43 0.00 0.74
F 1.29714 2.90058 -2.05473 0.77 0.00 -0.42
F -0.52942 2.96132 -0.77962 0.41 0.13 0.61
F 0.87897 4.76237 -0.79260 0.39 0.51 0.35
C 1.51270 0.26937 -3.66294 0.02 0.90 -0.34
C 1.89299 -1.06311 -4.25740 -0.30 -1.20 0.35
C 2.24552 -0.86222 -5.73664 -0.37 0.29 0.08
S 3.30125 0.60345 -5.67607 -1.22 -2.26 1.26
O 3.23966 1.29233 -6.95071 0.57 0.48 0.12
O 4.53478 0.08074 -5.10761 0.75 0.79 -0.63
C 2.39167 1.36665 -4.30144 0.19 0.78 -1.07
H 1.48489 0.22464 -2.57866 0.29 0.21 -0.09
H 0.52932 0.61892 -3.97579 -0.30 -0.75 0.23
H 1.12342 -1.80144 -4.01300 -0.41 0.24 -0.58
H 2.69976 -1.51192 -3.67026 0.54 0.36 -0.42
H 1.39868 -0.59193 -6.37266 -0.27 0.06 0.33
H 2.74047 -1.68304 -6.25404 0.38 0.06 0.26
H 1.71632 2.06240 -4.79935 0.21 0.30 0.14
H 3.12908 1.94746 -3.75171 -0.11 -0.27 0.40
C 1.00859 0.97677 4.63786 -0.63 1.52 0.34
C 1.10439 -0.21636 5.54998 0.32 -0.48 -0.16
C 1.48241 -1.35768 4.61094 0.79 0.01 -0.55
S 2.79770 -0.67137 3.46733 -2.38 0.79 1.81
O 2.48698 -0.99804 2.10150 0.84 -0.67 -0.33
O 4.12615 -0.90707 4.01876 -0.11 0.05 -0.38
C 2.26491 1.05230 3.76981 0.08 0.21 0.67
H 0.87066 1.90210 5.21317 0.71 0.08 0.23
H 0.05550 1.03836 4.10214 0.58 -0.84 -0.65
H 0.12359 -0.36715 6.00174 0.07 -0.36 0.03
H 1.86299 -0.08777 6.32962 -0.01 0.13 0.11
H 0.58388 -1.50005 3.99190 0.42 -0.26 -0.15
H 1.85891 -2.28045 5.04603 0.12 0.02 0.11
H 2.09018 1.67563 2.89486 0.22 -0.42 -0.35
H 3.07257 1.46401 4.37997 0.13 0.10 -0.17
```
Positions in Å, forces in eV/Å.

For the HOMO energy, the calculation gives 3.21 eV. The molar mass is 621.35 g mol⁻¹. For the HOMO-LUMO gap, the calculation gives 0.134 Eh. As for the net charge: -4. Its max |F| is 3.569 eV Å⁻¹.